1.
8
Properties=species:S:1:pos:R:3:forces:R:3 method="wB97M-V/def2-TZVPD" gap_ha=0.331 total_charge=0 e_above_lowest_kcal_mol=69.4 smiles=OSP(O)O mol_weight_g_mol=114.06
O -2.3041 -0.3802 0.4078 1.455 -0.780 -0.887
S -1.2554 0.9051 0.0578 -0.597 0.445 0.183
P 0.5163 -0.0204 0.8143 1.280 1.379 -1.225
O 0.5296 -1.1573 -0.3201 2.303 -1.621 -2.580
O 1.6734 1.0260 0.0362 -1.334 -1.517 0.827
H -1.8859 -1.1218 -0.1202 -0.982 0.864 0.749
H 1.2044 -1.1939 -1.1289 -2.160 0.630 2.739
H 1.5217 1.9424 0.2531 0.035 0.600 0.194

2.
9
Properties=species:S:1:pos:R:3:forces:R:3 method="wB97M-V/def2-TZVPD" gap_ha=0.357 total_charge=0 e_above_lowest_kcal_mol=72.5 smiles="O=P(O)=S.OO" mol_weight_g_mol=130.06
O -0.3914 1.5022 1.3304 0.072 -0.307 -0.490
P 0.5985 0.5436 0.8569 1.401 -0.420 0.940
O 1.2145 0.7659 -0.6029 0.111 -1.256 -0.164
S 1.8776 -0.5955 1.7858 -1.179 0.334 -0.187
H 1.8783 0.0016 -0.6277 -0.830 1.400 -0.253
O -1.0025 -0.9542 -0.1758 -1.547 -0.259 1.548
O -1.5984 -0.2912 -1.3183 1.377 0.513 -0.261
H -1.8047 -1.1068 0.4727 2.012 0.708 -1.959
H -0.7720 0.1343 -1.7211 -1.417 -0.714 0.826

3.
9
Properties=species:S:1:pos:R:3:forces:R:3 method="wB97M-V/def2-TZVPD" gap_ha=0.232 total_charge=-2 e_above_lowest_kcal_mol=39.1 smiles="O=P([O-])([O-])[SiH2]O" mol_weight_g_mol=126.08
O -1.8154 0.3004 -2.2339 0.183 0.035 -0.454
P -0.6258 -0.6000 -1.9751 -2.107 -0.796 1.235
O -0.9451 -1.7988 -1.0363 0.351 0.675 -1.218
O 0.3800 -0.8062 -3.0789 0.312 -0.060 -0.050
Si 0.6977 0.2708 -0.3568 0.535 0.926 1.277
O 0.3351 1.4227 1.4010 -1.134 -1.780 -2.736
H 1.2702 -1.0562 0.0816 0.225 0.497 0.684
H 2.0099 0.9726 -0.8304 -0.406 0.131 0.505
H 1.2633 1.3985 1.4668 2.041 0.373 0.758

4.
9
Properties=species:S:1:pos:R:3:forces:R:3 method="wB97M-V/def2-TZVPD" gap_ha="0.340 / 0.259" total_charge=+1 e_above_lowest_kcal_mol=10.1 mol_weight_g_mol=99.02
O 1.2812 -1.1654 -0.1567 1.277 -2.112 1.114
O -1.0449 1.5771 0.3519 -2.968 0.062 0.830
O 1.9483 -0.0066 -0.4358 1.206 -0.887 3.302
O -0.5251 -0.8354 0.6071 -2.164 0.425 -0.323
O -1.7609 0.8153 -0.5147 0.820 -0.032 -0.084
O -1.4813 -0.7035 -0.1556 1.791 -0.207 0.949
H 1.7926 -1.7384 0.6358 -1.351 2.528 -2.403
H -1.8453 1.8577 0.9517 2.312 -0.276 -0.769
H 1.6353 0.1992 -1.2837 -0.923 0.499 -2.615

5.
5
Properties=species:S:1:pos:R:3:forces:R:3 method="wB97M-V/def2-TZVPD" gap_ha=0.371 total_charge=0 e_above_lowest_kcal_mol=29.5 mol_weight_g_mol=50.00
O -0.3675 -1.0982 -0.2495 -0.561 1.032 1.831
P 0.1631 0.3261 0.4765 -2.523 2.314 -1.753
H -1.0351 -1.2824 0.4645 0.511 -0.597 -1.411
H 1.4459 0.3433 0.1130 1.938 -0.175 -0.813
H -0.2064 1.7113 -0.8045 0.636 -2.574 2.146

6.
6
Properties=species:S:1:pos:R:3:forces:R:3 method="wB97M-V/def2-TZVPD" gap_ha="0.277 / 0.328" total_charge=0 e_above_lowest_kcal_mol=76.5 mol_weight_g_mol=82.06
O 0.2347 1.1932 -0.0158 0.445 -0.003 0.228
P -0.3904 -0.2741 0.3378 -0.700 0.684 -0.449
S -2.3018 -0.3041 -0.1472 0.351 -0.371 0.132
H 0.4983 1.3331 -0.9281 -0.051 -0.130 -0.191
H -0.2951 -0.0930 1.7224 0.008 -0.207 0.251
H 2.2542 -1.8551 -0.9691 -0.052 0.027 0.028

7.
7
Properties=species:S:1:pos:R:3:forces:R:3 method="wB97M-V/def2-TZVPD" gap_ha="0.242 / 0.239" total_charge=0 e_above_lowest_kcal_mol=93.7 mol_weight_g_mol=114.13
O 0.7515 0.7640 0.7121 0.447 0.591 0.745
P -0.5281 -0.1086 0.1306 -0.651 1.837 1.759
S -2.2863 1.5920 1.8962 0.347 -0.378 -0.524
S 0.0985 -1.4128 -1.3596 0.421 -0.390 0.714
H 0.6524 1.4595 1.4529 -0.556 -1.795 -1.892
H -0.6169 -1.1092 1.0910 -0.092 -0.504 0.219
H 0.2922 -0.3970 -2.1538 0.084 0.640 -1.021

8.
5
Properties=species:S:1:pos:R:3:forces:R:3 method="wB97M-V/def2-TZVPD" gap_ha="0.289 / 0.386" total_charge=+2 multiplicity=5 mol_weight_g_mol=164.02
Pm -0.6331 -0.8443 0.7072 3.436 2.664 0.608
O 1.0698 0.4629 0.9196 -4.346 -3.239 -0.746
H 1.8049 0.4463 1.5303 0.901 0.389 0.426
H -0.8641 0.1750 -1.3739 -0.359 -0.060 -0.707
H -1.3775 -0.2398 -1.7832 0.367 0.245 0.419

9.
5
Properties=species:S:1:pos:R:3:forces:R:3 method="wB97M-V/def2-TZVPD" gap_ha=0.259 total_charge=-1 e_above_lowest_kcal_mol=5.3 mol_weight_g_mol=51.09
S 1.0094 -1.3434 -1.3220 -0.027 0.124 -0.185
H 0.8975 -1.0864 -0.0184 0.086 -0.125 0.334
H -1.0944 0.6439 1.0947 0.062 -0.969 0.334
H -0.0878 0.6449 -0.1389 0.076 -0.884 -0.127
O -0.7248 1.1410 0.3847 -0.197 1.855 -0.355

10.
6
Properties=species:S:1:pos:R:3:forces:R:3 method="wB97M-V/def2-TZVPD" gap_ha=0.231 total_charge=-1 e_above_lowest_kcal_mol=6.0 mol_weight_g_mol=83.16
O 1.3242 -2.4562 -0.7068 0.183 -1.715 -0.123
H 0.5251 -1.9282 -0.5248 0.691 1.042 0.034
S -0.7681 -0.2282 0.6674 0.188 0.490 -0.213
S -0.0898 1.5470 -0.2819 -0.249 -0.438 -0.118
H 2.1159 -2.0223 -1.0332 -0.826 0.774 0.194
H 0.5610 2.2226 0.6785 0.013 -0.153 0.226